Density functional theory data (the ωB97M-V functional and the def2-TZVPD basis) for 9 unconnected molecules or ions with the total composition C26H22BrCl32N5 in a non-equilibrium geometry.

Structure (ORCA input):
```
! wB97M-V def2-TZVPD RIJCOSX def2/J DEFGRID3
* xyz 0 1
Br -2.383 1.005 -0.020
Cl -0.769 4.335 -1.325
Cl 0.178 -7.659 6.261
Cl -0.904 -3.097 2.683
Cl -0.839 -8.270 2.666
Cl -2.150 -6.401 8.073
Cl 3.060 -7.745 6.416
Cl -5.064 -9.148 -5.070
Cl -2.056 6.395 0.240
Cl 1.659 -9.494 4.599
Cl -6.698 -7.132 -6.335
Cl 1.771 -6.649 4.078
Cl -0.319 7.119 -1.947
Cl -1.732 -1.702 5.070
Cl -7.284 8.481 -0.404
Cl -5.414 -1.441 -1.085
Cl -3.333 -2.125 -2.960
Cl -5.135 7.344 1.146
Cl -4.605 -6.606 9.576
Cl -0.905 -7.029 0.063
Cl -3.035 -8.804 0.869
Cl -2.779 -6.204 2.092
Cl -4.548 -5.139 7.089
Cl -3.209 -3.126 -0.260
Cl -3.607 -3.383 3.673
Cl -5.022 10.111 0.338
Cl -6.207 -7.019 -3.494
Cl 0.797 5.968 0.456
Cl -3.212 -4.083 9.418
Cl -4.073 -6.451 -5.346
Cl -1.389 -4.561 5.119
Cl -4.718 8.029 -1.636
Cl -5.199 -4.143 -2.078
N 2.389 1.635 -5.313
N 5.312 5.765 2.186
N -0.435 1.540 -4.807
N 4.699 3.738 3.238
N 5.912 3.746 1.190
C -1.906 -3.193 4.136
C 1.484 1.629 -6.254
C 2.749 1.616 -2.937
C 0.479 1.572 -3.797
C -0.579 0.536 2.071
C -0.819 1.548 -7.143
C 2.245 1.592 -1.662
C -3.632 -5.557 8.541
C 4.877 3.297 0.242
C -1.890 -7.577 1.426
C -5.510 -7.438 -5.063
C -4.290 -2.706 -1.594
C 4.851 2.872 -2.309
C 5.312 4.491 2.230
C 0.451 1.607 0.077
C -0.549 0.551 0.539
C -1.531 1.425 -8.101
C 1.867 1.603 -4.052
C -0.591 5.955 -0.644
C 0.846 1.586 -1.385
C 0.081 1.568 -6.010
C -5.537 8.491 -0.142
C 5.455 2.486 -0.934
C 4.260 1.686 -3.114
C -0.009 1.583 -2.470
C 1.670 -7.886 5.336
H 1.364 1.468 0.663
H 1.821 1.670 -7.284
H 4.279 4.144 -0.112
H 4.476 1.867 -4.164
H -0.748 1.549 2.443
H 5.301 1.421 -0.754
H 5.070 2.800 3.301
H -0.302 -0.438 0.164
H -1.082 1.580 -2.338
H -1.411 -0.064 2.431
H 4.193 2.661 0.809
H 5.614 3.397 -2.882
H 6.539 2.622 -0.920
H 4.705 0.735 -2.820
H 4.841 6.139 3.007
H 4.042 3.577 -2.124
H -2.287 1.399 -8.848
H 2.921 1.587 -0.819
H 6.574 4.363 0.737
H 0.370 0.187 2.483
H 0.072 2.585 0.366
H 4.739 4.205 4.129
*
```

ΔE to the lowest compared entry with this formula, charge and spin (eV): 0.000
E_LUMO (eV): -0.50
Kohn-Sham gap (Ha): 0.3080

---

Density functional theory data (the ωB97M-V functional and the def2-TZVPD basis) for a molecular structure, C26H22Cl5MnN6O3Se.

Structure (ORCA input):
```
! wB97M-V def2-TZVPD RIJCOSX def2/J DEFGRID3
* xyz 1 2
Se 6.990 -2.495 -0.237
Mn -0.120 0.122 0.473
Cl -1.839 -6.242 -0.050
Cl -2.283 -4.537 2.531
Cl -1.556 -1.515 2.528
Cl 0.121 -1.911 -2.570
Cl -0.679 -4.887 -2.599
O -2.111 0.483 0.012
O -0.095 2.067 1.085
O -1.047 2.318 -1.460
N -1.075 3.966 1.767
N -3.328 -0.507 -1.618
N 5.904 -1.631 -1.349
N 5.883 -2.340 1.146
N 1.492 -0.398 1.664
N 1.511 0.321 -0.847
C 4.839 -1.305 -0.667
C -1.147 -2.506 1.134
C -1.939 5.118 1.535
C -1.564 3.194 -0.488
C -0.531 -1.862 0.067
C -0.855 3.019 0.855
C -1.975 1.495 -2.121
C -1.369 -4.591 -0.012
C -0.435 -2.642 -1.080
C 1.554 0.857 -2.062
C -0.396 3.925 3.057
C 4.828 -1.699 0.720
C -1.551 -3.835 1.144
C 3.691 -1.362 1.568
C 2.635 0.709 -2.923
C 2.602 -0.343 -0.425
C -2.488 0.413 -1.175
C -0.832 -3.980 -1.145
C 2.594 -0.743 0.975
C 2.555 -1.181 3.655
C -3.820 -1.556 -0.729
C 1.493 -0.589 2.979
C -3.655 -0.667 -3.030
C 3.720 -0.036 -2.520
C 3.717 -0.566 -1.231
C 3.657 -1.597 2.941
H 0.689 1.428 -2.359
H -3.569 -1.308 0.296
H -2.805 4.856 0.934
H -1.444 1.036 -2.957
H 2.602 1.169 -3.900
H 0.325 3.115 3.062
H -3.033 -1.448 -3.473
H -1.122 3.774 3.857
H -2.304 5.467 2.499
H -1.419 4.219 -0.838
H 0.120 4.870 3.223
H -1.397 5.936 1.055
H -2.810 2.076 -2.527
H -4.901 -1.634 -0.840
H 2.495 -1.317 4.725
H -3.510 0.258 -3.579
H 0.608 -0.272 3.511
H -3.363 -2.511 -0.994
H 4.498 -2.081 3.420
H 4.575 -0.199 -3.161
H -4.700 -0.956 -3.119
H -2.635 3.039 -0.330
*
```

ΔE to the lowest compared entry with this formula, charge and spin (eV): 0.000
E_LUMO (alpha / beta) (eV): -3.01 / -3.01
Kohn-Sham gap (alpha / beta) (Ha): 0.2805 / 0.2656

---

Density functional theory data (the ωB97M-V functional and the def2-TZVPD basis) for a molecular structure, C26H22F10I2N5O2STc in a non-equilibrium geometry.

Structure (ORCA input):
```
! wB97M-V def2-TZVPD RIJCOSX def2/J DEFGRID3
* xyz 1 2
I -1.620 5.311 0.985
I -2.645 3.037 0.031
Tc 0.344 -0.910 -0.258
S 0.671 1.107 -1.774
F -1.500 -3.615 -0.317
F 5.016 -5.473 -2.724
F 2.285 -5.502 -2.865
F 0.170 -5.073 4.628
F -1.317 -6.247 0.314
F -0.510 -7.002 2.812
F 4.828 -1.848 0.278
F 0.026 -2.488 4.008
F 6.257 -3.604 -1.146
F 0.841 -3.872 -1.287
O -1.011 -1.951 -3.985
O -0.237 -1.667 -1.932
N -1.130 1.225 -3.669
N 1.972 -1.990 0.327
N 1.099 0.412 1.446
N -0.636 -1.654 1.341
N 0.820 0.111 -4.216
C -2.901 -0.872 -1.223
C -0.329 -3.389 3.070
C -3.546 -2.614 -2.758
C 2.174 -3.754 -1.300
C 0.061 0.757 -3.343
C 4.172 -2.769 -0.451
C 4.929 -3.659 -1.201
C -1.049 -3.978 0.887
C -2.577 -1.774 -2.225
C -4.844 -2.538 -2.287
C -1.771 1.010 -4.950
C -1.022 -0.589 2.239
C 2.910 -4.624 -2.085
C -5.179 -1.603 -1.320
C -0.681 -2.950 1.777
C -0.994 -5.324 1.213
C 2.759 -2.791 -0.449
C 1.212 1.843 1.139
C 0.211 0.242 2.625
C 2.434 -1.622 1.653
C 4.303 -4.602 -2.016
C -0.263 -4.730 3.418
C 2.454 -0.099 1.747
C -1.185 -1.833 -2.784
C -4.208 -0.771 -0.784
C -0.586 -5.716 2.488
H 0.753 -0.273 3.417
H -1.890 -0.060 -5.138
H 0.416 -0.282 -5.056
H -5.591 -3.210 -2.681
H -4.465 -0.039 -0.032
H 1.621 2.388 1.993
H -1.178 1.465 -5.743
H 3.413 -2.041 1.886
H -1.509 -0.980 3.134
H 1.729 -2.028 2.386
H -1.630 1.750 -2.965
H -3.266 -3.323 -3.520
H 2.800 0.234 2.732
H 1.869 2.003 0.285
H -0.103 1.214 3.011
H -1.753 0.037 1.713
H 3.156 0.282 0.999
H 1.662 -0.327 -3.874
H -2.753 1.472 -4.936
H 0.233 2.249 0.899
H -2.140 -0.220 -0.793
H -6.199 -1.523 -0.977
*
```

E_LUMO (alpha / beta) (eV): -5.10 / -4.35
Kohn-Sham gap (alpha / beta) (Ha): 0.2102 / 0.2512